C18H16Cl5N5ORuS as an isolated structure, computed with ωB97M-V/def2-TZVPD.

Structure (XYZ):
```
47
Properties=species:S:1:pos:R:3:lowdin_spin:R:1
Ru 0.1017 -0.8335 0.7076 1.835
Cl 2.8478 -1.4464 5.2895 0.032
Cl -0.0050 2.9972 6.4582 -0.003
Cl 2.0328 0.8108 7.2901 0.177
Cl -1.0841 3.0480 3.5463 0.043
Cl 1.6399 -1.4011 2.3834 0.022
S -0.7345 -5.2097 -0.5960 0.027
O -0.0582 0.8563 1.8935 0.196
N -1.5325 -0.4397 -0.4277 0.106
N -0.2781 -2.7494 -0.1102 0.017
N 1.7250 0.2850 -0.9829 0.076
N 4.2446 0.3088 -3.8821 0.001
N -3.2234 -1.2195 -1.6609 0.001
C -4.2851 2.3433 -1.5849 0.256
C -1.8705 -4.0751 -1.1474 0.057
C -4.4007 0.9897 -1.9637 0.059
C 1.2589 -0.1839 3.5567 0.050
C 2.4978 -0.2383 -2.1262 0.007
C 0.4756 1.8156 5.3461 0.001
C 0.3695 0.8315 3.1010 0.157
C -2.1143 -1.5392 -1.0020 0.096
C -2.2337 1.9797 -0.3399 0.102
C -3.2170 2.8188 -0.7892 0.022
C 0.2066 -3.9515 0.0728 0.038
C 3.4010 0.8427 -2.7578 0.003
C 1.7779 -0.2239 4.8212 0.082
C -1.4782 -2.8078 -0.8111 0.013
C -0.0189 1.8410 4.0513 0.084
C -3.4237 0.1491 -1.5078 0.063
C -2.3325 0.6133 -0.7125 0.133
C 1.3930 0.8056 5.7462 0.235
H -2.7664 -4.3802 -1.6699 0.002
H 4.8497 -0.4591 -3.5789 0.000
H 1.8000 -0.6258 -2.8702 0.000
H -3.1916 3.8685 -0.5287 -0.002
H 3.6801 -0.0263 -4.6667 0.000
H -1.4268 2.3289 0.2912 0.003
H 2.3661 0.6790 -0.2997 0.000
H -5.2252 0.6451 -2.5753 0.000
H 4.8605 1.0407 -4.2523 0.000
H 1.1327 -4.1560 0.5925 0.001
H -3.8314 -1.8566 -2.1605 0.000
H 2.8014 1.6592 -3.1579 0.000
H -5.0511 3.0369 -1.9107 0.010
H 4.0803 1.2508 -2.0105 0.000
H 3.1146 -1.0658 -1.7715 0.000
H 1.1252 1.0435 -1.2923 0.000
```

Highest occupied orbital energy (spin up / spin down)   -0.6971 / -0.6998 hartree
2S+1   5
⟨S²⟩   6.05
Calculated total energy   -3837.08734 hartree
Orbital gap (spin up / spin down)   7.311 / 4.392 eV
Molecular weight   628.76 g mol⁻¹
Net charge   +4
Energy relative to the best compared isomer or geometry (same formula, charge and spin)   0.00 kcal per mole



C39H39BN11Na as an isolated structure, computed with ωB97M-V/def2-TZVPD.

Structure (XYZ):
```
91
Properties=species:S:1:pos:R:3:mulliken_charge:R:1
Na -0.1233 0.8447 0.0940 0.502
N 0.1023 3.6195 -2.1047 -0.658
N -1.4324 1.7661 -1.8168 0.017
N -3.5179 0.5794 -2.0925 -0.668
N 0.1426 -1.4466 2.1745 0.830
N 3.0039 -0.4099 2.1413 -0.559
N 1.0818 -3.2444 0.5628 1.237
N 1.5541 1.7974 -1.6274 -0.498
N -0.9841 -0.8988 1.6461 -0.432
N 2.6445 -1.6763 1.8290 0.623
N 1.7652 -3.4880 -0.5812 -0.982
N -1.9620 -1.2014 -1.9206 -0.390
C -2.7066 1.5758 -2.2441 -0.392
C 1.4730 -4.7270 -0.9419 0.707
C 4.1826 -0.4823 2.7334 0.776
C -1.2213 3.7543 1.6263 -0.460
C 3.5906 -2.5547 2.2256 0.969
C -3.1229 -0.6415 -1.5666 0.394
C -1.1244 -0.8604 3.8781 -1.547
C 3.4566 2.1395 -0.2015 -0.363
C 1.2056 3.0783 -1.4600 0.459
C -0.0848 3.4606 4.1133 -0.492
C -0.3532 2.6540 1.7835 0.326
C 1.9818 3.9534 -0.6820 -0.347
C 2.6536 1.3572 -1.0081 -0.459
C -1.7454 -0.5304 2.6594 0.335
C -3.0137 0.2224 2.4318 -1.205
C 3.4990 -4.0410 2.0965 -1.076
C -1.5239 4.6676 2.6372 -0.517
C 0.0879 -1.4151 3.5279 0.904
C 1.1576 -1.9027 4.4522 -1.059
C -3.4005 5.2006 -4.2787 -0.600
C 4.8566 0.7643 3.2116 -1.560
C -2.1118 3.6528 -3.0260 0.282
C 3.1000 3.4757 -0.0404 -0.425
C -4.0407 -1.3148 -0.7403 -0.517
C -1.0123 2.9832 -2.2623 -0.491
C -3.1782 2.7766 -3.0037 0.260
C -2.5394 -3.1647 -0.6618 -0.446
C 2.0613 -5.3090 -2.1872 -1.707
C -0.5338 -4.4218 2.1194 -0.795
C -2.1959 4.8766 -3.6589 -0.087
C -4.4776 4.3151 -4.2572 -0.573
C 0.5803 -5.3075 -0.0242 -1.223
C 4.6077 -1.8234 2.8122 -1.633
C -4.3771 3.0825 -3.6159 -0.067
C 0.3575 -4.3250 0.9239 0.564
C -3.7424 -2.5795 -0.2850 -0.555
C 0.1956 2.5654 3.0810 -0.291
C -1.6914 -2.4239 -1.4660 -0.475
C -0.9543 4.5252 3.8977 -0.358
B 1.2482 -1.8153 1.1683 0.750
H -4.9648 -0.8151 -0.4811 0.414
H 3.3918 -4.3559 1.0589 0.098
H -3.1286 0.4374 1.3702 -0.031
H 2.8819 0.3042 -1.1457 0.488
H 2.6291 -6.2193 -1.9779 0.337
H -0.5397 -5.4524 2.4795 0.548
H -1.5593 -4.1405 1.8683 0.074
H -1.3488 5.5511 -3.6594 0.521
H -2.9815 1.1742 2.9655 0.308
H 0.9488 -1.5257 5.4540 0.505
H -5.2015 2.3810 -3.5876 0.519
H 1.1854 -2.9965 4.5059 0.073
H -0.7320 -2.8378 -1.7586 0.527
H -1.6981 3.9177 0.6575 0.119
H -0.2254 -3.7696 2.9298 -0.143
H 1.2854 -5.5624 -2.9134 0.312
H 2.7300 -4.5787 -2.6413 0.351
H 1.6457 4.9748 -0.5709 0.394
H 5.9020 0.8006 2.8953 0.350
H -2.2476 -4.1541 -0.3366 0.721
H 0.8791 1.7453 3.3075 0.052
H 4.4060 -4.4844 2.5101 0.426
H -3.8881 -0.3441 2.7666 0.312
H 2.6440 -4.4384 2.6483 0.154
H 0.3726 3.3288 5.0928 0.344
H 5.5208 -2.2165 3.2330 0.426
H 4.3015 1.7019 0.3119 0.551
H 1.1892 -1.0435 0.2435 -0.396
H 4.8369 0.8381 4.3019 0.316
H 3.6805 4.1283 0.6018 0.340
H -1.1829 5.2278 4.6942 0.298
H -2.2072 5.4932 2.4452 0.350
H 0.1489 -6.2969 -0.0450 0.414
H 4.3335 1.6306 2.8064 0.249
H -1.4700 -0.6447 4.8769 0.418
H -5.4049 4.5948 -4.7451 0.371
H 2.1498 -1.5632 4.1628 0.133
H -4.4363 -3.1054 0.3623 0.355
H -3.5079 6.1548 -4.7826 0.373
```

Highest occupied orbital energy   -0.0434 hartree
Calculated total energy   -2299.21054 hartree
Orbital gap   5.138 eV
Molecular weight   695.62 g mol⁻¹
Net charge   -2
Energy relative to the best compared isomer or geometry (same formula, charge and spin)   4.96 kcal per mole



An isolated ion of composition CH3N4 and charge +1 at a distorted geometry, computed with ωB97M-V/def2-TZVPD.

Structure (XYZ):
```
8
Properties=species:S:1:pos:R:3:mulliken_charge:R:1
N 1.1956 -0.2178 0.8661 -0.212
N -1.6081 -0.3527 -0.8324 -0.100
N -0.8838 -1.0235 0.0749 0.044
N -0.9092 0.7029 -0.9683 -0.194
C 0.0838 -0.4346 0.4311 0.554
H 1.9419 -0.0586 0.1664 0.320
H 1.5677 -0.0614 1.7881 0.302
H -1.3879 1.4457 -1.5258 0.286
```

Highest occupied orbital energy   -0.6105 hartree
Calculated total energy   -258.48571 hartree
Orbital gap   9.990 eV
Molecular weight   71.06 g mol⁻¹
Net charge   +1
Structure (SMILES)   [H]/N=N/N=C=[NH2+]
Energy relative to the best compared isomer or geometry (same formula, charge and spin)   111.55 kcal per mole



One molecule with the formula C4H8N2O at a distorted geometry, computed with ωB97M-V/def2-TZVPD.

Structure (XYZ):
```
15
Properties=species:S:1:pos:R:3:mulliken_charge:R:1
O 1.5317 -0.3654 1.8713 -0.573
N -0.2120 1.3364 -1.3569 -0.383
N -0.3160 -0.2732 0.3650 0.032
C 0.8411 -0.9659 1.0632 -0.095
C -1.5921 0.0193 0.9703 -0.975
C 0.2278 0.2153 -0.7448 0.692
C 1.4448 -0.4655 -1.0012 -1.174
H -2.0089 -0.8957 1.3977 0.300
H 2.2683 0.0982 -1.4282 0.332
H -2.2992 0.3918 0.2246 0.359
H 0.6291 -2.0417 1.1551 0.430
H 0.3565 1.7096 -2.1008 0.251
H -1.4652 0.7498 1.7744 0.333
H -0.8032 1.9826 -0.8534 0.210
H 1.3972 -1.4956 -1.3365 0.261
```

Highest occupied orbital energy   -0.2718 hartree
Calculated total energy   -341.88063 hartree
Orbital gap   8.122 eV
Molecular weight   100.12 g mol⁻¹
Structure (SMILES)   C=C(N)N(C)C=O
Energy relative to the best compared isomer or geometry (same formula, charge and spin)   77.20 kcal per mole